Entry from OMol25: 21 unconnected molecules or ions with the total composition C72H195N9O21 at a distorted geometry (ωB97M-V/def2-TZVPD).

```
! wB97M-V def2-TZVPD RIJCOSX def2/J DEFGRID3
* xyz 0 1
C 19.99 21.77 12.41
C 20.66 20.39 12.30
C 19.60 19.24 12.14
O 18.84 19.05 13.34
C 17.84 18.02 13.18
N 21.60 20.43 11.08
H 20.71 22.57 12.45
H 19.37 21.91 13.35
H 19.31 21.99 11.59
H 21.29 20.19 13.17
H 20.17 18.36 11.91
H 18.92 19.55 11.35
H 18.31 17.12 12.82
H 17.04 18.38 12.49
H 17.37 17.69 14.11
H 22.07 19.50 10.91
H 21.13 20.66 10.25
C 11.43 18.01 13.56
C 12.22 19.08 12.74
C 11.65 20.42 13.05
O 10.25 20.55 12.53
C 10.38 20.95 11.12
N 13.67 18.95 13.17
H 11.49 18.18 14.63
H 11.78 17.03 13.37
H 10.37 18.04 13.27
H 12.01 18.84 11.71
H 12.29 21.20 12.59
H 11.55 20.64 14.14
H 9.44 20.60 10.69
H 11.18 20.40 10.65
H 10.56 21.98 11.03
H 14.17 19.56 12.51
H 14.07 18.06 13.19
C 19.00 18.96 24.64
C 20.38 19.48 24.37
C 20.68 20.91 24.77
O 19.66 21.78 24.15
C 20.01 23.10 24.17
N 21.29 18.60 25.09
H 18.29 19.43 24.00
H 18.73 19.07 25.71
H 18.97 17.91 24.48
H 20.55 19.44 23.30
H 21.71 21.15 24.55
H 20.58 21.07 25.84
H 19.38 23.68 23.46
H 20.96 23.30 23.68
H 19.91 23.61 25.12
H 21.27 18.81 26.10
H 22.24 18.84 24.84
C 23.29 20.91 19.34
C 22.74 19.61 18.72
C 22.28 19.87 17.26
O 21.02 20.47 17.27
C 20.52 20.80 15.98
N 23.73 18.60 18.55
H 23.51 20.81 20.44
H 22.48 21.63 19.45
H 24.17 21.27 18.85
H 21.85 19.29 19.29
H 22.25 18.78 16.84
H 22.97 20.54 16.69
H 20.52 19.86 15.37
H 21.00 21.56 15.39
H 19.46 21.01 16.06
H 24.16 18.78 17.60
H 24.48 18.54 19.23
C 20.36 11.05 18.88
C 19.74 12.46 18.68
C 20.77 13.48 18.40
O 20.36 14.83 18.40
C 21.41 15.73 18.22
N 18.79 12.36 17.61
H 19.55 10.32 18.82
H 20.92 11.00 19.83
H 20.99 10.86 18.03
H 19.23 12.75 19.62
H 21.24 13.20 17.45
H 21.50 13.33 19.19
H 22.20 15.60 18.97
H 21.08 16.77 18.23
H 21.84 15.67 17.21
H 18.05 11.71 17.86
H 18.42 13.29 17.57
C 16.62 18.23 17.42
C 17.52 16.99 17.62
C 16.74 15.85 18.26
O 16.00 16.34 19.32
C 16.66 16.85 20.49
N 18.19 16.59 16.39
H 17.27 18.91 16.84
H 16.31 18.72 18.33
H 15.67 18.01 16.78
H 18.26 17.30 18.36
H 17.47 15.02 18.47
H 15.99 15.46 17.54
H 15.87 17.05 21.31
H 17.29 17.71 20.26
H 17.29 16.06 20.85
H 18.72 17.36 15.94
H 18.81 15.79 16.51
C 15.09 19.98 21.32
C 16.28 20.13 22.24
C 17.38 20.79 21.50
O 18.06 19.90 20.66
C 18.49 20.61 19.48
N 16.00 20.98 23.40
H 14.19 19.55 21.84
H 15.35 19.38 20.44
H 14.82 20.97 20.88
H 16.50 19.05 22.55
H 18.06 21.22 22.29
H 16.94 21.64 20.92
H 19.31 19.99 19.06
H 18.97 21.53 19.80
H 17.69 20.82 18.76
H 15.12 20.71 23.83
H 16.73 20.97 24.07
C 14.60 17.50 24.73
C 14.89 17.56 26.20
C 15.80 16.45 26.66
O 15.86 16.51 28.06
C 16.86 15.64 28.46
N 15.49 18.87 26.52
H 13.68 18.11 24.45
H 14.42 16.47 24.40
H 15.42 18.01 24.18
H 13.94 17.53 26.73
H 16.79 16.58 26.22
H 15.48 15.47 26.30
H 16.46 14.55 28.41
H 17.16 15.95 29.47
H 17.76 15.66 27.82
H 15.80 18.91 27.51
H 16.21 19.18 25.85
C 19.77 11.84 26.25
C 18.39 12.45 26.00
C 18.35 13.27 24.69
O 17.00 13.48 24.29
C 16.77 14.55 23.34
N 17.45 11.38 26.15
H 19.99 11.24 25.41
H 19.69 11.16 27.14
H 20.56 12.58 26.29
H 18.23 13.21 26.77
H 18.97 12.78 23.89
H 18.81 14.21 24.86
H 15.69 14.50 23.16
H 17.26 14.38 22.36
H 17.08 15.51 23.77
H 16.56 11.83 25.81
H 17.72 10.72 25.44
C 18.29 11.09 14.25
C 19.82 11.28 14.18
C 20.22 11.73 12.80
O 20.24 12.27 15.12
H 17.85 10.66 13.31
H 17.87 12.10 14.39
H 18.07 10.49 15.14
H 20.28 10.33 14.44
H 19.48 12.48 12.46
H 20.15 10.93 12.00
H 21.21 12.23 12.73
H 19.78 12.09 15.99
C 22.15 16.16 14.28
C 21.35 15.83 12.96
C 22.02 15.02 11.86
O 20.11 15.21 13.23
H 23.15 16.54 14.09
H 22.25 15.25 14.93
H 21.66 16.95 14.85
H 21.03 16.75 12.45
H 22.81 15.63 11.38
H 21.25 14.67 11.20
H 22.48 14.15 12.31
H 20.20 14.48 13.87
C 20.10 24.11 17.66
C 18.92 25.06 17.40
C 18.64 25.26 15.95
O 17.75 24.53 18.13
H 21.08 24.50 17.29
H 19.85 23.12 17.34
H 20.11 23.94 18.74
H 19.14 25.97 17.95
H 17.54 25.38 15.87
H 18.91 24.41 15.34
H 19.16 26.07 15.43
H 17.22 24.23 17.40
C 12.93 13.12 23.57
C 12.35 13.64 22.28
C 11.08 14.40 22.52
O 13.32 14.50 21.62
H 13.90 12.57 23.51
H 12.20 12.48 24.07
H 13.12 13.92 24.24
H 12.17 12.74 21.62
H 10.72 14.87 21.57
H 11.22 15.16 23.32
H 10.34 13.69 22.89
H 12.91 15.05 20.93
C 9.18 21.95 19.52
C 9.54 21.18 18.27
C 8.43 20.06 18.00
O 9.57 22.08 17.15
H 8.99 21.30 20.40
H 8.26 22.55 19.32
H 9.95 22.71 19.69
H 10.56 20.71 18.44
H 8.17 19.53 18.91
H 8.68 19.29 17.22
H 7.55 20.63 17.57
H 9.14 21.64 16.36
C 16.36 8.30 22.58
C 16.45 9.72 22.03
C 17.78 10.25 21.64
O 15.68 9.71 20.77
H 17.07 8.08 23.38
H 16.65 7.62 21.76
H 15.35 7.91 22.80
H 16.02 10.46 22.68
H 18.09 9.67 20.75
H 18.60 10.01 22.25
H 17.72 11.30 21.43
H 14.76 9.86 20.95
C 19.82 16.51 21.72
C 20.98 15.89 22.44
C 22.22 16.76 22.31
O 20.85 15.67 23.85
H 18.88 16.32 22.27
H 19.68 16.03 20.77
H 19.95 17.53 21.56
H 21.23 14.90 22.03
H 22.54 16.79 21.25
H 23.02 16.47 22.99
H 22.02 17.82 22.47
H 21.13 16.45 24.39
C 12.21 17.86 17.85
C 12.73 17.53 19.27
C 11.64 17.67 20.34
O 13.06 16.10 19.30
H 11.52 17.06 17.56
H 13.10 17.82 17.17
H 11.82 18.86 17.79
H 13.58 18.17 19.60
H 12.06 17.71 21.35
H 10.98 16.79 20.24
H 11.02 18.54 20.20
H 14.05 15.98 19.27
C 13.92 12.13 18.88
C 15.43 12.38 18.91
C 16.01 12.92 20.17
O 16.15 11.16 18.54
H 13.36 13.08 19.00
H 13.57 11.52 19.71
H 13.75 11.61 17.94
H 15.52 13.13 18.04
H 15.71 12.36 21.04
H 15.85 14.00 20.40
H 17.07 12.90 20.09
H 16.03 10.42 19.19
C 13.99 15.34 15.31
C 15.30 15.45 14.52
C 15.61 14.14 13.89
O 15.13 16.47 13.48
H 13.12 15.06 14.66
H 13.94 16.26 15.88
H 14.15 14.54 16.06
H 16.15 15.78 15.16
H 14.78 13.81 13.29
H 15.72 13.37 14.67
H 16.50 14.18 13.29
H 15.12 16.08 12.60
C 16.43 21.36 15.21
C 15.08 21.88 15.61
C 14.32 20.90 16.47
O 15.33 23.08 16.31
H 16.99 21.02 16.15
H 17.01 22.12 14.68
H 16.29 20.57 14.43
H 14.42 22.06 14.73
H 14.79 20.77 17.41
H 14.26 19.94 15.92
H 13.30 21.20 16.60
H 14.58 23.34 16.83
C 13.01 25.23 20.04
C 14.06 24.57 19.15
C 14.67 23.45 19.92
O 13.42 24.05 17.92
H 12.34 24.45 20.39
H 12.32 25.87 19.43
H 13.48 25.75 20.83
H 14.79 25.27 18.81
H 15.53 22.94 19.42
H 13.88 22.73 20.08
H 15.00 23.83 20.87
H 12.61 24.56 17.81
*
```

- F_max (eV/A) = 4.56
- Kohn-Sham gap (eV) = 9.31



Entry from OMol25: 2 unconnected molecules or ions with the total composition C20H43ClN2O3 at a distorted geometry (ωB97M-V/def2-TZVPD).

```
! wB97M-V def2-TZVPD RIJCOSX def2/J DEFGRID3
* xyz 0 1
C -0.31 0.90 0.80
C -1.22 -0.22 0.32
C -2.72 0.06 0.34
C -3.17 1.46 -0.01
C -4.68 1.64 0.29
C -5.52 0.68 -0.56
C -6.55 -0.22 0.16
C -6.11 -0.79 1.51
C -6.04 -2.32 1.54
C -4.94 -2.77 0.58
N -4.41 -4.10 0.91
C -3.22 -4.34 0.08
Cl -1.71 -4.18 1.10
C -3.19 -5.66 -0.76
O -3.94 -6.59 -0.35
O -2.43 -5.60 -1.74
H -0.25 1.69 0.07
H -0.68 1.25 1.76
H 0.67 0.46 0.97
H -1.06 -1.06 0.99
H -0.91 -0.59 -0.66
H -3.07 -0.14 1.35
H -3.17 -0.66 -0.32
H -2.63 2.23 0.53
H -3.07 1.69 -1.07
H -4.93 2.66 0.01
H -4.87 1.56 1.35
H -6.09 1.29 -1.26
H -4.88 0.07 -1.19
H -6.72 -1.06 -0.50
H -7.49 0.30 0.22
H -5.14 -0.45 1.83
H -6.85 -0.50 2.25
H -5.69 -2.59 2.53
H -6.99 -2.80 1.35
H -4.13 -2.05 0.73
H -5.27 -2.73 -0.45
H -4.05 -3.98 1.85
H -3.14 -3.53 -0.64
C 6.03 2.43 -2.47
C 6.05 1.28 -1.49
N 5.88 1.67 -0.04
C 7.03 2.54 0.35
C 6.01 0.44 0.84
C 4.95 -0.64 0.71
C 4.63 2.48 0.26
C 3.28 1.93 -0.17
O 3.21 1.75 -1.56
C 2.43 0.64 -1.99
H 6.87 3.11 -2.33
H 6.12 2.01 -3.48
H 5.11 2.99 -2.44
H 7.01 0.77 -1.53
H 5.28 0.55 -1.73
H 7.95 2.02 0.13
H 6.97 2.75 1.41
H 6.98 3.47 -0.21
H 6.05 0.80 1.87
H 6.98 0.02 0.59
H 4.06 -0.41 1.30
H 5.35 -1.56 1.12
H 4.65 -0.85 -0.32
H 4.79 3.44 -0.23
H 4.63 2.64 1.33
H 2.53 2.67 0.12
H 3.04 1.02 0.37
H 1.82 0.23 -1.18
H 3.09 -0.14 -2.37
H 1.77 0.96 -2.80
*
```

- F_max (eV/A) = 1.35
- Kohn-Sham gap (eV) = 4.51